No. 1
{"formula": "C26H61N7O22", "method": "ωB97M-V/def2-TZVPD", "species": ["C", "C", "O", "N", "H", "H", "C", "H", "H", "H", "H", "H", "H", "C", "C", "O", "N", "H", "H", "C", "H", "H", "H", "H", "H", "H", "C", "C", "O", "N", "H", "H", "C", "H", "H", "H", "H", "H", "H", "C", "C", "O", "N", "H", "H", "C", "H", "H", "H", "H", "H", "H", "C", "C", "O", "N", "H", "H", "C", "H", "H", "H", "H", "H", "H", "C", "C", "O", "N", "H", "H", "C", "H", "H", "H", "H", "H", "H", "C", "C", "O", "N", "H", "H", "C", "H", "H", "H", "H", "H", "H", "O", "C", "O", "O", "H", "O", "C", "O", "O", "H", "O", "C", "O", "O", "H", "O", "C", "O", "O", "H", "O", "C", "O", "O", "H"], "xyz": [[-2.87, -2.13, 5.73], [-2.65, -0.73, 5.24], [-3.55, 0.13, 5.09], [-1.19, -0.31, 5.33], [-0.65, -0.82, 6.02], [-0.78, -0.51, 4.43], [-0.99, 1.16, 5.78], [-2.93, -2.13, 6.81], [-2.07, -2.75, 5.33], [-3.79, -2.59, 5.35], [0.08, 1.35, 5.73], [-1.36, 1.33, 6.79], [-1.41, 1.80, 5.00], [-4.55, -5.34, -0.04], [-4.06, -3.92, 0.28], [-3.21, -3.61, 1.16], [-4.82, -2.88, -0.47], [-4.99, -3.24, -1.40], [-5.77, -2.86, -0.13], [-4.10, -1.54, -0.60], [-4.81, -5.32, -1.10], [-5.53, -5.46, 0.43], [-3.80, -6.02, 0.35], [-3.03, -1.73, -0.69], [-4.30, -0.97, 0.31], [-4.56, -1.03, -1.44], [5.77, -0.45, 5.82], [4.85, 0.34, 4.92], [4.33, 1.42, 5.24], [4.63, -0.16, 3.52], [5.03, -1.08, 3.39], [3.68, -0.37, 3.26], [5.29, 0.68, 2.42], [5.33, -1.42, 6.05], [6.07, 0.12, 6.71], [6.68, -0.71, 5.28], [6.34, 0.42, 2.51], [5.06, 1.74, 2.58], [4.87, 0.30, 1.49], [-5.17, 3.92, 1.76], [-5.67, 3.84, 3.21], [-5.10, 4.34, 4.21], [-7.11, 3.31, 3.27], [-7.75, 3.97, 2.87], [-7.19, 2.46, 2.73], [-7.67, 3.05, 4.71], [-5.11, 2.95, 1.29], [-4.24, 4.49, 1.76], [-5.81, 4.52, 1.11], [-6.90, 2.63, 5.37], [-8.49, 2.35, 4.57], [-8.05, 4.01, 5.05], [-1.67, -1.59, -8.25], [-1.63, -0.10, -7.80], [-1.43, 0.86, -8.55], [-1.99, 0.17, -6.34], [-2.27, 1.14, -6.32], [-2.81, -0.30, -6.00], [-0.83, -0.04, -5.34], [-1.75, -1.75, -9.33], [-2.55, -2.03, -7.78], [-0.85, -2.21, -7.89], [-0.45, -1.06, -5.37], [-1.13, 0.20, -4.32], [-0.03, 0.68, -5.52], [1.65, -7.04, -0.61], [2.86, -6.36, -1.24], [3.71, -6.89, -1.95], [3.09, -4.89, -0.84], [2.40, -4.53, -0.20], [3.99, -4.81, -0.37], [3.00, -3.93, -1.99], [1.61, -8.04, -1.02], [0.69, -6.66, -0.95], [1.79, -7.20, 0.46], [3.19, -3.00, -1.45], [1.99, -3.92, -2.40], [3.81, -4.15, -2.68], [5.30, 0.84, -4.60], [6.53, 0.09, -5.01], [7.05, -0.82, -4.34], [7.18, 0.41, -6.36], [6.63, -0.15, -7.00], [7.17, 1.38, -6.63], [8.63, -0.13, -6.35], [5.29, 0.78, -3.51], [4.35, 0.42, -4.94], [5.50, 1.88, -4.84], [9.30, 0.46, -5.74], [8.97, -0.06, -7.39], [8.53, -1.19, -6.14], [1.86, 4.92, 2.55], [1.88, 5.83, 3.50], [2.62, 6.85, 3.47], [1.01, 5.73, 4.36], [1.13, 4.39, 2.87], [-0.52, 2.06, 0.25], [0.50, 1.15, 0.40], [1.13, 0.86, -0.63], [0.60, 0.49, 1.44], [-0.45, 2.28, -0.68], [-4.28, 5.66, -3.53], [-3.50, 4.62, -3.93], [-3.59, 4.14, -5.07], [-2.66, 4.17, -3.09], [-3.78, 5.84, -2.73], [1.15, -3.96, 2.44], [1.53, -4.41, 3.61], [1.89, -5.61, 3.69], [1.59, -3.62, 4.54], [0.91, -3.07, 2.72], [-0.54, 7.04, -0.98], [-1.15, 8.09, -0.57], [-0.45, 9.04, -0.17], [-2.41, 8.00, -0.67], [-1.28, 6.49, -1.27]], "gap_ev": 1.182, "relative_energy_kcal_mol": 205.8, "total_charge": 2, "energy_ha": -3064.64488}

No. 2
{"formula": "C3H4N2O", "method": "ωB97M-V/def2-TZVPD", "species": ["O", "C", "C", "N", "C", "N", "H", "H", "H", "H"], "xyz": [[-1.28, 1.80, 0.27], [-0.58, 0.82, 0.12], [-0.96, -0.65, 0.01], [0.29, -1.40, -0.15], [1.21, -0.53, -0.14], [0.80, 0.80, 0.01], [-1.50, -0.96, 0.91], [-1.63, -0.80, -0.85], [2.28, -0.72, -0.23], [1.37, 1.63, 0.05]], "gap_ev": 10.642, "smiles": "O=C1CN=CN1", "relative_energy_kcal_mol": 6.3, "energy_ha": -301.47723}

No. 3
{"formula": "C2H5IO", "method": "ωB97M-V/def2-TZVPD", "species": ["C", "C", "O", "I", "H", "H", "H", "H", "H"], "xyz": [[0.42, -0.36, 0.62], [-0.51, -0.20, -0.54], [-1.60, 0.54, -0.18], [-1.05, -2.21, -1.33], [-0.26, -0.66, 1.32], [1.26, -1.19, 0.56], [0.75, 0.62, 0.91], [0.13, 0.55, -1.89], [-2.12, 0.57, -0.99]], "gap_ev": 9.347, "relative_energy_kcal_mol": 53.8, "energy_ha": -452.03658}

Please write out number 2 again, unchanged.
{"formula": "C3H4N2O", "method": "ωB97M-V/def2-TZVPD", "species": ["O", "C", "C", "N", "C", "N", "H", "H", "H", "H"], "xyz": [[-1.28, 1.80, 0.27], [-0.58, 0.82, 0.12], [-0.96, -0.65, 0.01], [0.29, -1.40, -0.15], [1.21, -0.53, -0.14], [0.80, 0.80, 0.01], [-1.50, -0.96, 0.91], [-1.63, -0.80, -0.85], [2.28, -0.72, -0.23], [1.37, 1.63, 0.05]], "gap_ev": 10.642, "smiles": "O=C1CN=CN1", "relative_energy_kcal_mol": 6.3, "energy_ha": -301.47723}